No. 1
46
Properties=species:S:1:pos:R:3:forces:R:3 method="wB97M-V/def2-TZVPD" total_energy_ev=-133136.4438 charge=-1 e_lumo_ev=0.41 homo_ev=-3.672
C -3.61606 -1.05792 -0.44358 0.24 0.29 -0.08
C -2.47269 -2.02757 -0.49787 0.89 0.49 0.30
O -1.12525 -1.37092 -0.37862 -1.22 -0.90 0.74
C -0.21553 -2.37460 -0.35238 0.84 -0.07 -1.03
O -0.54974 -3.53374 -0.59364 1.09 1.17 0.82
N 1.09873 -1.91410 -0.16593 -1.36 0.27 -0.11
C 2.22357 -2.74961 -0.34288 1.43 -0.65 -0.77
C 2.24608 -4.04001 -0.84415 -0.39 -0.22 0.31
C 3.45919 -4.65292 -1.20260 0.17 -0.06 0.31
C 4.66917 -3.98934 -0.96819 -0.99 -0.05 0.37
C 4.66206 -2.71759 -0.37735 -0.21 0.00 0.27
Br 6.37554 -2.12356 0.30811 -0.72 0.15 -0.40
C 3.44025 -2.00901 -0.15159 -0.23 0.62 -1.08
C 3.02039 -0.64117 0.03285 0.72 0.59 1.04
N 3.84164 0.53819 0.22090 0.03 -0.39 -1.28
O 4.81543 0.59553 -0.55935 -0.06 0.00 0.99
O 3.56938 1.48380 0.99317 -0.40 -1.44 -0.69
C 1.54578 -0.51033 -0.06503 -1.57 1.86 0.60
H -4.53693 -1.59219 -0.67981 0.04 0.00 -0.11
H -3.74285 -0.61967 0.53288 0.06 0.10 0.49
H -3.48491 -0.23431 -1.13125 -0.03 0.12 -0.41
H -2.52036 -2.71078 0.34263 -0.16 -0.23 -0.07
H -2.43903 -2.60194 -1.41669 -0.18 0.02 -0.06
H 1.29537 -4.56287 -0.89659 0.37 0.00 -0.30
H 3.47050 -5.70220 -1.55251 -0.05 0.82 0.11
H 5.58634 -4.51983 -1.19371 0.11 0.29 0.19
H 1.02633 0.12777 0.70005 0.49 -1.35 0.52
O -3.87177 5.10827 3.60388 -1.34 -1.53 -1.93
N -4.25230 4.34872 2.67473 -1.38 0.86 1.72
O -5.42533 4.26809 2.24011 2.33 0.27 1.11
C -3.22859 3.55886 2.03439 1.88 0.19 -1.05
C -3.55431 2.80761 0.89122 -0.57 0.96 0.70
C -2.56660 2.57253 -0.04269 0.73 -1.09 0.72
C -1.21305 2.77836 0.31728 -0.52 0.86 -1.52
S 0.09336 2.34540 -0.94641 1.66 0.56 -0.07
C 1.10452 0.50186 -1.27003 -0.15 0.50 -1.33
Cl 0.16789 -0.11106 -2.61861 0.33 -0.66 -0.37
O -0.50296 2.70169 -2.23485 0.12 -0.50 1.13
O 1.25755 3.07604 -0.46024 -0.70 0.06 -0.19
C -0.87676 3.63474 1.37893 0.29 -1.70 0.26
C -1.87429 3.91343 2.30462 -0.62 0.03 0.25
H -4.59684 2.49426 0.76399 0.45 0.49 -0.32
H -2.87609 2.19517 -1.01049 0.48 -0.38 0.09
H 1.98576 1.01414 -1.75204 -0.76 -0.25 0.93
H 0.16457 3.95900 1.53999 -0.62 -0.45 -0.11
H -1.57712 4.34375 3.26936 -0.51 0.35 -0.70


No. 2
16
Properties=species:S:1:pos:R:3:forces:R:3 method="wB97M-V/def2-TZVPD" total_energy_ev=-18664.5487 charge=0 e_lumo_ev=0.93 homo_ev=-8.748 e_above_lowest_kj_mol=287.3
C -2.00927 -0.89686 -0.31629 0.41 0.67 0.63
C 0.00038 0.41846 -1.73993 1.41 -0.33 -0.23
C 0.16385 1.39086 -0.61010 0.27 -0.70 0.55
C 1.69605 -0.30905 1.88114 0.45 -2.43 -0.35
H -3.05734 -1.12559 -0.28729 -0.53 -0.19 -0.05
H -1.44059 -1.79783 -0.14226 0.18 -0.26 0.02
H -1.81454 -0.17909 0.51095 -0.01 -0.33 -0.64
H 0.17987 0.92815 -2.70916 0.07 -0.22 0.56
H 0.77971 -0.38329 -1.60369 -1.04 0.61 -0.37
H -0.32011 2.33189 -0.65241 -0.43 0.86 -0.15
H 2.03502 -1.39443 1.82354 -0.29 1.34 0.49
H 0.82015 -0.23657 2.51909 -0.07 0.06 0.10
H 2.49687 0.31530 2.23767 0.30 0.34 0.14
N 0.77845 1.19090 0.49623 -0.59 0.43 -1.08
O 1.37120 -0.04995 0.53467 -0.05 0.04 0.16
S -1.67973 -0.20291 -1.94216 -0.07 0.08 0.23


No. 3
21
Properties=species:S:1:pos:R:3:forces:R:3 method="wB97M-V/def2-TZVPD" total_energy_ev=-11884.8548 charge=+1 e_lumo_ev=-4.59 homo_ev=-13.692 e_above_lowest_kj_mol=704.7
C -0.25148 0.67878 -0.19688 1.46 -4.21 0.91
C -2.03657 -0.61800 -1.30038 0.06 -0.73 1.43
C -1.86848 -0.32294 1.22054 1.28 0.17 -1.79
C 3.29200 -0.97597 0.55587 0.65 -0.75 3.97
C -1.69653 0.34027 -0.17630 0.52 0.28 0.14
N 0.98499 -0.65846 0.40327 -1.74 0.83 -1.02
N 0.24433 1.77303 -0.48197 -3.21 3.34 0.00
N 2.09339 -0.23587 0.32231 -0.23 1.56 -1.03
O 1.42603 2.18623 -0.85375 3.48 -1.51 0.37
H -1.49600 -1.52687 -1.22998 0.87 -0.80 -0.45
H -2.20331 -0.23755 -2.25904 0.69 0.82 -1.56
H -3.00672 -0.89535 -1.02293 -1.74 -0.70 0.42
H -1.08847 -1.15131 1.20782 -1.27 1.12 0.86
H -2.84280 -0.66935 1.32931 -1.67 -1.16 -0.03
H -1.82336 0.45744 1.94836 0.89 0.18 0.91
H 3.20331 -2.05263 0.80774 -0.24 0.57 -0.76
H 3.97201 -0.67910 -0.17448 0.97 -0.13 -1.70
H 3.83224 -0.54459 1.47894 -1.18 -0.28 -1.05
H -2.35115 1.17469 -0.51272 0.57 0.34 1.28
H -0.43478 2.57080 -0.42955 0.76 -0.44 -0.64
H 2.05135 1.38677 -0.63620 -0.94 1.51 -0.25


No. 4
6
Properties=species:S:1:pos:R:3:forces:R:3 method="wB97M-V/def2-TZVPD" total_energy_ev=-222014.2448 charge=0 e_lumo_ev=-1.14 homo_ev=-9.618 e_above_lowest_kj_mol=59.4
C -0.36762 -0.08485 -0.02846 1.22 3.10 0.32
S 1.10987 0.11054 1.03537 0.73 -1.31 -1.25
Br -0.56827 2.01834 -0.97643 0.02 -1.46 0.84
Br -1.79315 -0.25511 1.15199 -1.04 -0.08 0.39
Br -0.45341 -1.12573 -1.52996 0.34 -1.15 -0.73
H 2.07259 -0.66319 0.34749 -1.26 0.89 0.43


No. 5
69
Properties=species:S:1:pos:R:3:forces:R:3 method="wB97M-V/def2-TZVPD" total_energy_ev=-114314.4842 charge=0 e_lumo_ev=-0.48 homo_ev=-7.441 e_above_lowest_kj_mol=0.0
Zn 13.41843 12.75034 8.13985 0.36 0.13 -0.61
I 17.07443 6.63553 10.11855 0.16 -0.14 -0.36
C 16.48930 8.59771 9.79477 -0.27 1.41 -0.54
C 15.89145 9.24650 10.86244 0.66 -0.88 1.12
C 15.46198 10.55037 10.81158 -0.35 0.91 -0.76
I 14.41294 11.55950 12.30934 0.05 -0.33 0.33
C 15.51420 11.30570 9.60191 -0.09 -1.91 -0.80
O 14.92056 12.42660 9.42654 -0.08 0.90 0.33
C 16.08644 10.61497 8.47480 0.25 0.57 0.45
C 16.02372 11.40679 7.17179 2.10 -1.29 -0.61
N 14.68759 11.53273 6.65073 -1.53 1.16 -0.69
C 13.93716 10.33518 6.30533 0.77 -0.81 0.29
C 12.88581 9.90946 7.29221 0.72 0.96 0.81
C 12.51573 8.58991 7.38852 -0.20 -0.58 -0.53
C 11.59006 8.15597 8.31980 0.37 2.54 0.25
C 11.15770 9.14310 9.24679 0.38 -1.09 0.90
C 11.67163 10.41493 9.13885 -0.87 1.10 -0.23
N 12.40923 10.84561 8.11190 0.76 -0.52 0.48
C 16.60066 9.31605 8.59849 -0.81 -0.51 -0.64
H 15.88288 8.61294 11.74867 -0.53 0.71 0.28
H 16.53614 12.40807 7.19732 -0.94 -0.77 0.47
H 16.60180 10.87049 6.37990 0.05 -0.06 0.62
H 14.75957 12.13809 5.82401 -0.38 -0.17 0.59
H 13.38005 10.49794 5.41608 -0.24 0.43 -1.19
H 14.57926 9.44884 6.12024 -0.07 0.44 0.05
H 12.98406 7.92522 6.67097 -0.18 -0.26 0.15
H 11.28908 7.15436 8.25393 -0.58 -1.19 0.52
H 10.61304 8.95105 10.19416 0.09 -0.25 -1.07
H 11.39725 11.21522 9.83804 0.11 -0.60 -0.04
H 16.85928 8.74319 7.70328 0.39 0.47 0.10
O 13.18261 15.82610 5.31995 0.61 -0.09 0.23
C 13.04860 14.96631 6.18241 -1.61 0.21 -0.24
O 13.91872 14.26668 6.78796 -0.16 -0.38 0.47
C 11.53096 14.69787 6.49764 1.23 -0.51 0.29
C 10.66627 15.85313 6.59642 1.06 -1.29 -0.92
C 9.36501 15.57737 6.82800 -0.19 -0.41 0.58
C 8.93824 14.23735 6.97797 -0.91 -0.40 0.41
C 7.54936 13.95285 7.33866 2.27 -0.91 -1.19
C 7.19170 12.65086 7.39692 0.32 -0.73 0.23
C 8.12222 11.55493 7.28201 -0.84 0.94 0.13
C 9.41906 11.77995 6.99673 0.97 1.33 -1.03
C 9.86814 13.17083 6.79536 -0.86 -0.99 1.22
N 11.19776 13.39680 6.63728 -0.20 2.39 -0.48
H 11.06613 16.84442 6.35287 -0.09 -0.54 0.34
H 8.63732 16.34762 6.98052 -0.35 0.43 -0.07
H 6.84308 14.74058 7.41098 -0.49 0.63 0.11
H 6.16854 12.37765 7.49820 -0.73 -0.06 0.36
H 7.71272 10.57513 7.44558 0.10 -0.39 -0.16
H 10.13456 10.98135 6.76128 -0.31 0.37 0.42
N 4.79823 17.61156 12.17486 1.21 -1.18 -0.69
C 5.73994 17.00095 11.86536 -1.16 1.15 1.09
C 7.05144 16.46315 11.60935 0.20 -0.23 -0.11
C 7.94200 17.34122 10.98248 1.15 -1.32 -0.08
C 9.25944 16.90489 10.64341 -3.00 -0.74 1.30
C 9.56548 15.60404 10.96313 1.64 -0.61 -0.47
C 8.67338 14.73111 11.58965 0.30 1.09 -0.04
C 7.42532 15.14025 11.96774 0.42 2.10 -1.31
N 10.90338 15.09944 10.58119 -2.81 1.10 1.44
C 12.10418 15.73749 10.74717 1.32 -2.19 -1.92
C 13.01337 14.90177 10.08876 -1.38 1.55 1.39
N 12.31852 13.85064 9.59124 2.60 -1.47 -1.02
C 11.09038 13.94480 9.93174 -1.24 -0.21 -0.40
H 7.59165 18.32169 10.74394 0.00 0.46 -0.17
H 9.91179 17.50700 10.10802 1.17 1.08 -0.78
H 8.99858 13.77297 11.84349 0.53 -1.44 0.30
H 6.77581 14.50027 12.48083 -0.92 -0.75 0.59
H 12.27200 16.66772 11.19460 -0.20 1.00 0.69
H 14.07611 14.99180 10.05575 0.34 -0.07 -0.31
H 10.34445 13.19373 9.66858 -0.09 0.68 0.15


No. 6
25
Properties=species:S:1:pos:R:3:forces:R:3 method="wB97M-V/def2-TZVPD" smiles="[H]/N=C/[C@H](/C(=N/[H])C(C)(C)C)[N+](=O)[O-]" total_energy_ev=-16030.1714 charge=0 e_lumo_ev=0.59 homo_ev=-9.727 e_above_lowest_kj_mol=513.6
C 0.45970 -2.26134 -1.17237 -1.65 -1.89 -0.59
C -0.02360 0.21633 -0.70414 -0.28 -0.48 -1.47
C 0.75088 1.22043 1.36646 -1.90 2.63 0.76
C -1.24309 -0.34716 1.34243 -2.59 2.87 -0.66
C -1.56445 1.99577 0.37112 1.33 -1.52 -1.76
C 0.92572 -1.04869 -0.59265 -1.21 2.63 0.10
C -0.53673 0.83037 0.54633 1.23 -0.59 1.64
N -0.01693 -3.17922 -0.44516 0.82 1.30 1.41
N -0.17679 0.50811 -1.91432 -0.28 2.32 -2.17
N 2.15193 -0.54224 -1.28183 -0.96 -0.58 4.13
O 2.69270 0.27829 -0.59249 1.43 1.75 -0.06
O 2.55921 -1.05758 -2.24098 1.09 -1.14 -3.29
H 0.46148 -2.29344 -2.23382 0.11 -0.17 -1.08
H 1.24881 2.10930 0.98181 0.01 -0.05 -0.63
H 0.47293 1.59285 2.37591 -0.23 -0.59 -0.32
H 1.50352 0.50764 1.47963 0.83 -1.41 0.08
H -0.71100 -1.29265 1.36423 -0.21 0.03 0.20
H -2.29461 -0.40058 0.78653 2.06 -0.59 1.41
H -1.42651 0.16791 2.34912 0.17 -1.44 -1.08
H -2.27342 1.60044 -0.41232 0.45 1.00 0.76
H -2.04793 2.12217 1.29642 -0.86 0.14 1.13
H -1.08755 2.95850 0.12369 -0.22 -0.50 -0.32
H 1.05615 -1.17056 0.44415 1.17 -0.34 1.05
H -0.32772 -3.97310 -0.93232 -0.55 -1.13 -1.09
H -0.55270 1.45843 -2.30542 0.25 -2.26 1.86